Record 1
96
Properties=species:S:1:pos:R:3:mulliken_charge:R:1 method="wB97M-V/def2-TZVPD" relative_energy_ev=0.000 total_charge=+1 e_homo_ev=-12.378 largest_force_ev_per_a=1.3 gap_ev=9.81
Mg -4.03 -6.82 17.41 0.686
B -2.69 -5.69 16.19 4.874
H -3.18 -5.04 17.05 -0.829
H -3.58 -6.21 15.62 -1.037
H -2.03 -5.05 15.43 -1.250
H -2.09 -6.55 16.75 -0.675
O 0.25 -5.92 20.31 -0.682
S -0.68 -4.91 20.02 1.084
O -2.06 -5.17 20.35 -0.573
O -0.23 -3.60 20.75 -0.369
C -1.22 -2.56 20.92 0.420
C -0.49 -1.30 21.32 -1.495
C -0.52 -4.38 18.33 -0.212
H -1.96 -2.86 21.66 0.161
H -1.78 -2.40 19.99 0.086
H 0.18 -0.96 20.53 0.346
H 0.08 -1.44 22.24 0.350
H -1.20 -0.51 21.57 0.398
H 0.21 -3.57 18.34 0.640
H -1.46 -3.95 18.00 0.051
H -0.14 -5.22 17.75 -0.165
O -7.80 -5.05 15.98 -0.707
S -6.82 -5.96 15.51 1.203
O -5.69 -6.28 16.33 0.017
O -7.50 -7.34 15.28 -0.145
C -8.37 -7.48 14.13 -0.260
C -9.17 -8.75 14.30 -1.323
C -6.21 -5.42 13.94 -0.876
H -7.80 -7.53 13.20 0.328
H -9.04 -6.62 14.03 0.398
H -8.57 -9.56 14.71 0.306
H -9.63 -9.07 13.37 0.383
H -10.00 -8.57 14.99 0.329
H -5.69 -6.24 13.45 0.352
H -5.61 -4.54 14.17 0.194
H -7.08 -5.13 13.35 0.519
O 4.86 -8.10 15.77 -0.619
S 4.18 -9.13 15.07 1.194
O 4.47 -10.50 15.30 -0.606
O 2.62 -8.99 15.39 -0.359
C 1.92 -7.84 14.91 -0.820
C 0.74 -7.59 15.82 -0.217
C 4.26 -8.80 13.33 -0.871
H 1.58 -7.95 13.87 0.358
H 2.55 -6.95 14.87 0.475
H 0.01 -8.39 15.69 0.064
H 0.25 -6.66 15.56 -0.107
H 1.07 -7.60 16.86 0.453
H 4.13 -7.73 13.19 0.306
H 3.45 -9.35 12.86 0.309
H 5.22 -9.19 12.99 0.392
O -4.78 -5.39 18.63 -0.551
S -5.03 -4.14 19.31 1.435
O -4.16 -3.05 19.08 -0.726
O -6.49 -3.80 18.95 -0.213
C -6.87 -2.39 18.77 -0.375
C -6.51 -1.89 17.39 -0.789
C -5.12 -4.46 21.03 -1.046
H -6.45 -1.77 19.56 0.369
H -7.95 -2.39 18.90 0.354
H -5.43 -1.81 17.27 0.188
H -6.92 -0.89 17.24 0.459
H -6.92 -2.54 16.61 0.118
H -5.72 -3.67 21.47 0.407
H -4.09 -4.40 21.37 0.250
H -5.54 -5.45 21.18 0.336
C -3.22 -2.18 14.66 -0.756
O -4.19 -3.08 15.21 -0.491
H -2.65 -2.62 13.85 0.244
H -3.76 -1.30 14.31 0.317
H -2.54 -1.83 15.44 0.241
H -3.74 -3.85 15.57 -0.389
C -1.46 -6.66 12.86 -0.429
O -2.71 -6.01 12.97 -0.608
H -1.38 -7.13 11.89 0.472
H -0.63 -5.94 12.93 0.183
H -1.33 -7.44 13.62 0.016
H -2.80 -5.72 13.88 -0.285
C -3.56 -9.08 15.40 -0.717
O -4.25 -8.66 16.60 -0.235
H -3.57 -8.26 14.69 0.108
H -2.56 -9.44 15.63 0.262
H -4.08 -9.94 14.98 0.415
H -4.48 -9.48 17.06 0.249
C 1.42 -3.63 14.90 -0.511
O 0.05 -3.34 14.63 -0.529
H 1.64 -3.62 15.97 0.177
H 1.70 -4.63 14.53 0.098
H 2.01 -2.89 14.38 0.346
H -0.51 -3.98 15.06 0.105
C -1.85 -8.44 18.88 -0.686
O -3.02 -7.56 18.94 -0.196
H -2.16 -9.41 18.51 0.223
H -1.13 -7.99 18.20 0.082
H -1.42 -8.54 19.87 0.400
H -3.22 -7.43 19.87 0.197

Record 2
92
Properties=species:S:1:pos:R:3:mulliken_charge:R:1 method="wB97M-V/def2-TZVPD" smiles="NC(N)=O.NC(N)=O.NC(N)=O.NC(N)=O.CCO.CCO.CCO.CCO.CCO.CCO.CO" relative_energy_ev=6.777 total_charge=0 e_homo_ev=-8.854 largest_force_ev_per_a=8.6 gap_ev=8.70
N -3.17 -1.13 -1.85 0.340
C -3.87 -2.20 -1.85 0.188
N -3.09 -3.21 -2.13 -0.330
O -5.22 -2.29 -1.58 -0.785
H -3.65 -0.26 -1.66 0.329
H -2.14 -1.17 -1.92 -0.479
H -3.61 -4.10 -2.34 0.231
H -2.29 -3.07 -2.75 0.497
N -0.16 -4.40 -0.18 -0.156
C -0.49 -3.39 0.59 0.461
N -1.61 -2.87 0.11 0.054
O 0.12 -3.10 1.74 -0.722
H 0.74 -4.93 0.11 0.304
H -0.56 -4.61 -1.08 0.209
H -2.20 -2.26 0.69 -0.158
H -2.16 -3.07 -0.83 0.375
N -0.13 0.94 4.06 -0.192
C -0.59 2.06 4.66 0.568
N 0.32 2.63 5.38 -0.360
O -1.82 2.61 4.36 -0.691
H -0.65 0.67 3.30 -0.249
H 0.92 0.71 4.01 0.438
H 0.11 3.52 5.88 0.251
H 0.99 2.03 5.88 0.257
N -0.34 -1.55 -1.87 0.234
C -0.44 -1.68 -3.21 0.048
N -0.95 -2.81 -3.63 -0.255
O -0.12 -0.73 -4.13 -0.706
H 0.11 -0.69 -1.49 -0.592
H -0.74 -2.16 -1.07 -0.094
H -1.17 -2.85 -4.67 0.282
H -0.76 -3.71 -3.14 0.351
C -2.29 -0.32 2.23 0.068
C -3.76 -0.50 1.78 -0.412
O -3.90 -1.82 1.32 -0.639
H -1.72 -0.55 1.37 -0.763
H -1.92 -0.97 3.06 0.384
H -2.18 0.78 2.45 0.364
H -3.86 0.22 0.94 0.133
H -4.42 -0.28 2.67 0.412
H -4.76 -1.96 0.93 0.312
C -1.31 5.07 -0.13 -1.271
C 0.03 4.67 0.52 -0.013
O -0.19 4.06 1.77 -0.490
H -2.00 4.21 -0.15 0.243
H -1.24 5.46 -1.19 0.314
H -1.80 5.87 0.38 0.419
H 0.67 5.57 0.69 0.433
H 0.60 3.99 -0.11 0.157
H 0.53 4.11 2.40 0.219
C 3.15 2.62 2.18 -0.376
C 3.33 1.76 3.48 -0.394
O 2.65 0.46 3.38 -0.605
H 2.10 2.82 2.13 -0.297
H 3.51 2.03 1.32 0.190
H 3.78 3.61 2.11 0.396
H 2.93 2.30 4.26 0.474
H 4.42 1.59 3.67 0.279
H 2.99 0.01 2.59 0.211
C -1.07 2.75 -3.36 -0.797
C -2.19 1.94 -4.04 0.406
O -3.25 2.87 -4.25 -0.549
H -0.14 2.15 -3.17 0.246
H -1.27 3.20 -2.38 -0.061
H -0.83 3.61 -3.95 0.469
H -2.49 1.20 -3.26 -0.302
H -1.98 1.39 -4.95 0.366
H -3.87 2.44 -4.78 0.292
C 4.08 -3.48 -2.42 -1.456
C 3.15 -2.28 -2.24 0.059
O 2.17 -2.83 -1.40 -0.392
H 4.53 -3.93 -1.54 0.314
H 4.94 -3.19 -3.07 0.389
H 3.68 -4.36 -2.97 0.349
H 2.67 -2.02 -3.15 0.369
H 3.66 -1.43 -1.77 0.150
H 1.30 -2.41 -1.46 0.454
C -0.37 1.22 -0.13 -0.294
C 0.86 0.43 0.41 2.239
O 1.60 0.06 -0.72 -0.725
H -1.06 0.57 -0.62 -0.437
H -0.10 2.03 -0.83 -0.160
H -0.79 1.84 0.64 0.544
H 0.51 -0.52 0.94 -0.145
H 1.43 1.01 1.09 -0.704
H 2.35 -0.43 -0.38 0.128
C 4.63 -1.42 1.40 -0.692
O 3.21 -1.35 1.31 -0.408
H 4.94 -1.99 2.31 0.279
H 5.12 -0.45 1.50 0.270
H 4.97 -2.04 0.55 0.231
H 2.93 -2.29 1.23 0.167

Record 3
85
Properties=species:S:1:pos:R:3:mulliken_spin:R:1 method="wB97M-V/def2-TZVPD" s_squared=0.75 multiplicity=2 total_charge=+1 e_homo_ev="-12.091 / -12.090" largest_force_ev_per_a=4.6 gap_ev="9.14 / 2.51"
O -3.60 -0.15 2.58 0.000
H -3.91 -0.93 2.13 0.000
H -3.43 -0.45 3.48 0.000
O -0.59 -2.39 -0.65 0.000
H -0.46 -2.54 -1.59 0.000
H 0.25 -2.63 -0.25 0.000
O 4.26 2.96 -0.04 0.000
H 4.80 2.45 -0.65 0.000
H 4.16 2.40 0.72 0.000
O 3.68 0.94 2.13 0.000
H 3.52 0.01 2.27 0.000
H 2.93 1.38 2.52 0.000
O -0.12 2.85 4.03 0.000
H -1.04 2.98 3.81 0.000
H 0.36 3.15 3.26 0.000
C -1.32 -3.61 2.90 0.000
C -0.73 -4.97 3.04 0.000
O 0.04 -5.37 1.86 0.000
O -2.20 -3.38 1.69 0.000
H -0.53 -2.87 2.75 0.000
H -1.81 -3.45 3.86 0.000
H -1.48 -5.76 3.09 0.000
H -0.33 -4.98 4.05 0.000
H -0.58 -5.52 1.15 0.000
H -1.74 -2.77 1.11 0.000
C 2.28 -1.69 4.59 0.000
C 3.43 -1.91 3.49 0.000
C 4.10 -3.29 3.38 0.000
O 2.94 -1.56 2.28 0.000
H 2.03 -0.64 4.73 0.000
H 2.75 -1.95 5.54 0.000
H 1.37 -2.27 4.42 0.000
H 4.14 -1.10 3.69 0.000
H 3.29 -4.02 3.36 0.000
H 4.71 -3.52 4.25 0.000
H 4.76 -3.37 2.51 0.000
H 2.28 -2.22 2.04 0.000
C 0.26 5.52 1.27 0.000
C 0.16 5.35 -0.24 0.000
C -1.08 4.65 -0.56 0.000
O 0.13 6.69 -0.83 0.000
H 1.23 5.87 1.65 0.000
H -0.07 4.71 1.92 0.000
H -0.53 6.24 1.49 0.000
H 0.99 4.86 -0.75 0.000
H -1.21 3.73 0.01 0.000
H -1.30 4.41 -1.60 0.000
H -1.87 5.33 -0.25 0.000
H -0.52 7.11 -0.26 0.000
C -2.92 0.83 -2.05 0.056
C -3.75 -0.28 -2.74 0.025
C -5.09 0.38 -3.24 0.045
O -3.14 -0.81 -3.94 0.745
H -2.48 1.57 -2.71 0.002
H -2.02 0.30 -1.72 0.009
H -3.35 1.28 -1.15 -0.002
H -3.83 -1.19 -2.15 0.107
H -5.61 -0.24 -3.98 0.002
H -4.91 1.27 -3.84 0.003
H -5.75 0.61 -2.41 0.000
H -2.18 -0.88 -3.91 -0.011
C 0.84 0.97 -0.65 0.000
C 0.21 1.34 0.70 -0.001
C -0.06 0.10 1.61 0.000
O 1.14 2.16 1.42 0.000
H 0.17 0.34 -1.23 0.000
H 1.71 0.35 -0.43 0.000
H 1.07 1.90 -1.16 0.000
H -0.80 1.73 0.58 0.001
H 0.85 -0.41 1.92 0.000
H -0.61 -0.60 0.98 0.000
H -0.72 0.29 2.46 0.000
H 1.74 2.53 0.77 0.000
C 1.07 -0.61 -6.37 0.002
C -0.12 -1.23 -5.61 0.002
C 0.14 -2.74 -5.60 0.002
O -0.19 -0.83 -4.25 0.014
H 0.78 0.36 -6.77 0.000
H 1.26 -1.10 -7.32 0.000
H 1.96 -0.59 -5.73 0.000
H -1.08 -1.01 -6.09 0.000
H -0.58 -3.21 -4.93 0.000
H 1.12 -3.01 -5.22 0.000
H 0.05 -2.91 -6.68 0.000
H 0.69 -0.91 -3.88 -0.001

Record 4
99
Properties=species:S:1:pos:R:3:mulliken_charge:R:1 method="wB97M-V/def2-TZVPD" smiles="NC(N)=O.NC(N)=O.NC(N)=O.NC(N)=O.NC(N)=O.NC(N)=O.CCO.CCO.CCO.CCO.CCO.CO" relative_energy_ev=2.447 total_charge=0 e_homo_ev=-8.768 largest_force_ev_per_a=8.5 gap_ev=8.65
N -3.50 -24.13 0.28 0.597
C -2.30 -24.08 0.72 -0.510
N -2.01 -23.10 1.53 2.202
O -1.39 -25.09 0.40 -0.834
H -3.61 -24.98 -0.33 0.418
H -4.33 -23.66 0.73 -0.199
H -1.05 -22.97 1.92 -0.170
H -2.70 -22.45 1.84 -0.482
N -1.54 -21.41 5.38 -0.190
C -2.56 -20.72 4.95 0.426
N -2.59 -19.51 5.41 -0.593
O -3.57 -21.22 4.07 -0.543
H -1.31 -22.31 4.96 0.089
H -0.79 -20.97 5.91 0.207
H -3.44 -18.91 5.24 0.341
H -1.90 -19.04 6.03 0.165
N -3.43 -25.02 -4.11 -0.250
C -3.21 -24.91 -2.80 0.094
N -3.23 -23.68 -2.33 0.230
O -3.33 -26.09 -2.02 -0.754
H -3.59 -25.93 -4.45 0.290
H -3.11 -24.37 -4.85 0.295
H -3.16 -23.66 -1.28 -0.491
H -3.08 -22.87 -2.88 0.342
N -1.89 -18.41 2.98 -0.301
C -1.05 -18.98 2.12 -0.051
N -0.48 -18.12 1.31 -0.390
O -0.90 -20.35 2.00 -0.437
H -2.34 -19.00 3.65 0.293
H -1.87 -17.48 3.36 0.240
H 0.12 -18.64 0.62 0.441
H -0.40 -17.09 1.53 0.188
N 0.54 -22.70 2.33 0.536
C 1.15 -22.95 3.41 0.332
N 2.01 -23.95 3.15 -0.322
O 1.01 -22.29 4.60 -0.812
H 0.08 -21.81 2.23 0.145
H 0.74 -23.25 1.46 -0.613
H 2.73 -24.34 3.84 0.250
H 1.95 -24.33 2.24 0.173
N -6.07 -24.18 -4.20 -0.266
C -6.75 -23.84 -3.17 0.543
N -5.97 -23.43 -2.22 -0.273
O -8.07 -23.73 -3.17 -0.770
H -6.55 -24.41 -5.08 0.217
H -5.07 -24.41 -4.15 0.368
H -6.37 -23.35 -1.31 -0.137
H -4.92 -23.49 -2.31 0.558
C -4.28 -24.37 4.02 -0.422
C -2.99 -25.23 3.92 -0.387
O -1.89 -24.34 3.94 -0.591
H -5.19 -25.00 3.88 0.303
H -4.29 -23.52 3.38 -0.168
H -4.37 -23.88 4.98 0.319
H -2.86 -25.75 2.97 0.131
H -2.96 -25.91 4.73 0.422
H -1.91 -23.85 3.09 -0.047
C 3.05 -22.72 0.30 -1.176
C 2.32 -23.85 -0.47 0.071
O 1.26 -24.33 0.31 -0.565
H 3.33 -22.91 1.34 0.349
H 2.53 -21.80 0.17 0.055
H 3.93 -22.47 -0.24 0.452
H 3.04 -24.65 -0.65 0.515
H 1.98 -23.47 -1.41 0.082
H 0.85 -25.09 -0.11 0.186
C -0.39 -21.56 -0.80 1.566
C 0.60 -20.57 -1.51 -1.085
O 0.60 -19.40 -0.85 -0.578
H -1.13 -21.13 -0.14 -0.098
H 0.29 -22.08 -0.14 -0.784
H -0.78 -22.33 -1.49 -0.418
H 0.33 -20.60 -2.49 0.655
H 1.62 -20.88 -1.47 0.410
H 0.64 -18.62 -1.48 0.255
C -4.22 -20.45 0.79 0.314
C -5.28 -20.24 -0.31 -0.374
O -6.08 -19.13 0.07 -0.593
H -3.41 -21.08 0.38 -0.646
H -4.69 -20.79 1.73 0.037
H -3.66 -19.55 1.07 0.449
H -5.95 -21.11 -0.39 0.087
H -4.88 -20.02 -1.24 0.401
H -5.49 -18.34 0.29 0.332
C 1.46 -25.63 -3.40 -1.554
C 0.12 -25.26 -2.87 0.928
O -0.16 -24.01 -3.30 -0.596
H 1.64 -25.72 -4.43 0.443
H 1.90 -26.47 -2.88 0.353
H 2.12 -24.83 -3.24 0.351
H 0.14 -25.25 -1.79 -0.399
H -0.70 -26.02 -3.02 0.325
H -1.09 -23.87 -3.51 0.265
C -6.67 -24.83 0.86 -0.860
O -6.01 -23.60 1.09 -0.507
H -6.53 -25.55 1.67 0.281
H -6.45 -25.41 -0.10 0.243
H -7.77 -24.76 0.82 0.440
H -6.54 -23.08 1.75 0.236

Record 5
100
Properties=species:S:1:pos:R:3:mulliken_charge:R:1 method="wB97M-V/def2-TZVPD" smiles="COC[C@H](C)N.COC[C@H](C)N.NC(N)=O.NC(N)=O.NC(N)=O.NC(N)=O.NC(N)=O.NC(N)=O.CO.CO.CO" total_charge=0 e_homo_ev=-8.609 largest_force_ev_per_a=7.0 gap_ev=8.70
C -1.70 -3.57 -2.24 -0.323
O -0.46 -2.99 -2.70 -0.315
C 0.76 -3.67 -2.17 -0.623
C 1.90 -2.80 -2.70 0.711
C 2.86 -3.39 -3.81 -1.642
N 2.84 -2.36 -1.65 -0.827
H -1.85 -3.42 -1.17 -0.048
H -1.62 -4.66 -2.29 0.451
H -2.49 -3.35 -2.95 0.040
H 0.66 -3.59 -1.09 0.203
H 0.99 -4.67 -2.52 0.447
H 1.53 -1.84 -3.06 0.189
H 3.67 -2.68 -4.03 0.362
H 2.45 -3.89 -4.69 0.391
H 3.37 -4.26 -3.39 0.409
H 3.63 -1.80 -1.94 0.308
H 2.29 -1.64 -1.20 0.266
C 2.74 1.91 0.92 -0.496
O 2.71 3.32 0.59 -0.141
C 3.72 3.71 -0.32 -0.769
C 3.94 5.24 -0.25 0.223
C 4.29 5.79 1.08 -1.156
N 2.69 5.90 -0.68 -0.874
H 1.73 1.53 0.78 -0.225
H 2.83 1.76 2.00 0.247
H 3.57 1.38 0.46 0.490
H 4.67 3.26 -0.05 0.427
H 3.41 3.40 -1.32 0.364
H 4.64 5.55 -1.02 0.420
H 3.47 5.75 1.79 0.048
H 4.52 6.85 0.99 0.400
H 5.12 5.21 1.47 0.319
H 2.15 5.63 0.13 0.415
H 2.30 5.25 -1.35 0.307
N 4.37 -1.42 3.70 -0.430
C 3.69 -1.24 2.58 0.355
N 4.34 -0.82 1.57 -0.201
O 2.48 -1.40 2.50 -0.645
H 5.09 -0.77 3.97 0.151
H 4.01 -2.05 4.40 0.270
H 5.33 -0.96 1.66 0.193
H 3.92 -0.82 0.66 0.149
N -0.58 0.16 0.87 0.626
C -0.50 -0.29 -0.37 0.177
N -1.66 -0.47 -0.88 0.839
O 0.54 -0.51 -0.92 -0.669
H -1.44 0.05 1.38 0.235
H 0.29 0.04 1.36 -0.233
H -1.79 -0.90 -1.78 -0.236
H -2.51 -0.03 -0.55 -0.356
N 1.43 0.12 4.93 -0.296
C 0.09 0.16 4.79 0.541
N -0.15 -0.42 3.64 0.071
O -0.71 0.71 5.53 -0.744
H 1.84 0.59 5.73 0.195
H 1.99 -0.40 4.28 0.218
H 0.61 -0.92 3.20 0.123
H -1.10 -0.43 3.30 0.151
N 0.06 3.29 2.77 -0.179
C 0.60 4.41 2.55 0.672
N 0.64 5.12 3.59 -0.413
O 0.86 4.83 1.46 -0.753
H 0.02 2.68 1.96 0.061
H -0.31 3.20 3.71 0.107
H 0.23 4.78 4.45 0.148
H 1.04 6.04 3.46 0.251
N -4.93 -0.45 3.00 -0.533
C -3.83 -0.03 2.41 0.489
N -4.24 0.84 1.52 -0.315
O -2.70 -0.37 2.59 -0.712
H -5.83 -0.17 2.66 0.128
H -4.81 -1.26 3.60 0.246
H -5.21 1.08 1.67 0.168
H -3.53 1.29 0.95 0.190
N -2.03 -1.45 -5.00 -0.152
C -3.04 -1.48 -5.82 0.550
N -4.18 -1.93 -5.38 -0.264
O -2.96 -1.17 -6.96 -0.671
H -1.99 -2.02 -4.17 0.015
H -1.13 -1.39 -5.45 0.206
H -5.02 -1.88 -5.94 0.194
H -4.15 -2.58 -4.60 0.100
C -3.43 1.42 -3.58 -0.460
O -3.68 1.94 -2.30 -0.485
H -3.58 2.19 -4.34 0.383
H -2.38 1.11 -3.54 0.202
H -4.01 0.50 -3.71 0.088
H -3.45 2.87 -2.28 0.283
C -0.51 -3.62 1.82 -0.494
O 0.17 -4.83 1.38 -0.600
H -1.58 -3.71 1.67 0.248
H -0.35 -3.65 2.90 0.431
H -0.23 -2.67 1.38 0.056
H 1.10 -4.62 1.29 0.328
C -4.66 -1.91 -0.94 -0.631
O -4.72 -2.59 -2.13 -0.441
H -4.79 -0.83 -0.95 0.209
H -5.57 -2.21 -0.41 0.433
H -3.78 -2.11 -0.34 0.139
H -5.00 -3.51 -2.06 0.296

Values of calculated total energy, in order: -102800.3186, -52976.9216, -43094.9460, -61017.1031, -61952.5396, all in eV.